(1)
The following is a quantum chemistry calculation of a single C4H12N2O2 molecule, from the Open Molecules 2025 dataset.

```
20
Properties=species:S:1:pos:R:3:forces:R:3:nbo_charge:R:1
C 0.362 -1.875 0.339 0.2 0.1 0.1 -0.626
C -0.314 -0.503 0.401 -1.8 -1.0 -0.8 -0.098
N -1.826 -0.800 0.341 1.8 1.0 0.8 -0.473
N -2.633 0.386 0.402 -0.6 0.2 -0.9 -0.665
C 0.148 0.434 -0.728 1.8 0.5 0.8 0.063
O -0.467 1.724 -0.653 0.7 0.0 0.1 -0.741
C 1.732 0.702 -0.628 -1.2 0.1 -0.3 -0.095
O 1.971 1.629 0.437 0.0 -0.3 0.2 -0.732
H 1.414 -1.818 0.632 -0.1 0.0 -0.1 0.204
H -0.117 -2.585 1.023 -0.1 0.3 -0.1 0.235
H 0.310 -2.296 -0.671 0.0 0.1 0.1 0.204
H -0.130 -0.043 1.379 -0.1 0.1 -0.1 0.181
H -2.049 -1.345 -0.497 0.0 0.5 0.3 0.347
H -2.387 0.960 1.212 0.1 -0.7 -0.1 0.342
H -2.449 1.004 -0.401 0.0 -0.4 0.6 0.346
H -0.087 0.002 -1.706 0.0 0.0 0.1 0.179
H 0.136 2.273 -0.106 -0.4 -0.4 -0.3 0.490
H 2.353 -0.186 -0.499 -0.3 -0.1 -0.1 0.176
H 2.049 1.200 -1.549 -0.1 0.0 0.2 0.189
H 1.985 1.138 1.273 0.0 0.2 -0.3 0.473
```
Positions in Å, forces in eV/Å.

The structure (SMILES) is C[C@H](NN)[C@@H](O)CO. The calculation puts the LUMO energy at 0.66 eV. The calculation puts the HOMO energy at -0.2991 Ha. Its spin multiplicity is 1. The relative energy (zero: lowest compared OMol25 entry of this formula, charge and spin) comes out at 3.030 eV. As for the net charge: 0. Its total energy is -419.5371 a.u.

(2)
The following is a quantum chemistry calculation of C56H41ClN5O8Tl as an isolated structure, from the Open Molecules 2025 dataset.

```
112
Properties=species:S:1:pos:R:3:forces:R:3:mulliken_charge:R:1
Tl -0.338 0.053 0.377 0.2 0.4 1.1 2.894
C -5.048 2.996 -7.457 0.0 0.1 -0.1 -0.863
O -5.828 2.250 -6.551 0.0 -0.1 0.1 -0.480
C -5.166 1.697 -5.479 0.1 0.0 0.0 0.849
C -5.830 0.700 -4.780 -0.1 0.0 0.0 -0.813
C -5.213 0.061 -3.714 0.1 -0.1 0.0 0.216
C -3.927 0.409 -3.328 0.1 0.1 0.0 -0.852
C -3.285 1.442 -4.012 -0.2 -0.1 0.0 -0.239
C -3.893 2.086 -5.077 0.0 0.1 -0.1 -0.600
C -3.138 -0.162 -2.187 0.4 -0.2 0.0 0.547
C -2.155 -1.056 -2.523 -0.6 0.3 -0.1 -0.379
C -2.082 -1.719 -3.804 0.3 -0.2 -0.2 -1.740
C -0.983 -2.512 -3.747 -0.2 0.0 -0.3 -1.313
C -0.389 -2.295 -2.451 -0.2 0.3 0.3 -0.287
N -1.098 -1.459 -1.722 0.2 -0.4 -0.1 0.659
C 1.686 -2.255 -0.903 -0.3 0.0 -0.1 1.681
C 2.209 -1.126 -1.908 0.0 0.1 0.3 1.959
C 3.499 -0.425 -1.671 0.0 -0.1 -0.2 -1.569
C 3.468 0.861 -1.323 0.1 -0.1 -0.1 -1.245
C 2.180 1.512 -1.010 -0.1 0.1 0.0 0.927
C 2.162 2.695 -0.218 0.0 -0.2 0.1 1.033
C 3.383 3.529 -0.173 0.0 0.0 0.1 -0.487
C 3.980 3.980 -1.359 0.0 0.1 0.2 -0.082
C 5.057 4.845 -1.342 0.1 0.0 -0.1 -0.934
C 5.581 5.286 -0.131 0.0 0.0 0.0 0.995
O 6.634 6.171 -0.211 0.0 0.0 0.0 -0.471
C 7.118 6.685 1.005 0.0 0.0 0.0 -0.837
C 5.030 4.829 1.056 0.1 0.1 0.1 -0.329
C 3.949 3.954 1.028 0.0 -0.1 -0.1 -1.106
C 1.014 3.130 0.483 -0.2 -0.3 -0.2 0.347
N -0.148 2.465 0.543 0.5 0.3 -0.4 -0.127
C -1.004 3.174 1.345 -0.7 0.0 0.0 -0.183
C -2.337 2.877 1.514 0.7 0.2 0.0 1.554
C -3.130 3.831 2.334 -0.1 0.0 0.1 -0.800
C -4.082 4.669 1.762 0.1 0.0 0.1 -0.745
C -4.772 5.612 2.515 -0.1 0.1 0.0 -0.569
C -4.513 5.735 3.873 0.1 -0.1 -0.1 1.072
O -5.132 6.642 4.700 0.0 0.0 0.0 -0.469
C -6.056 7.515 4.101 -0.1 0.1 0.0 -0.841
C -3.565 4.908 4.463 0.0 0.1 0.1 -0.821
C -2.888 3.972 3.702 0.0 -0.1 0.0 0.028
C -3.027 1.857 0.764 -0.4 -0.3 -0.2 0.036
C -4.431 1.836 0.531 0.3 0.2 0.2 -0.976
C -4.635 1.056 -0.582 0.1 -0.3 -0.1 -1.327
C -3.371 0.529 -0.950 -0.4 0.2 0.3 0.179
N -2.420 0.986 -0.086 0.2 0.0 -0.4 0.094
C -0.338 4.388 1.793 0.3 0.1 0.0 -1.447
C 0.894 4.376 1.247 -0.2 0.2 0.2 -1.525
N 1.063 0.918 -1.376 -0.3 0.0 0.2 -1.008
C 2.872 -3.088 -0.404 0.0 -0.1 -0.1 0.316
C 3.771 -3.718 -1.267 -0.1 0.1 0.1 -0.687
C 4.812 -4.497 -0.789 0.1 -0.1 0.0 -0.920
C 4.964 -4.692 0.575 0.0 0.1 -0.1 0.711
O 5.964 -5.559 0.982 0.0 0.0 0.0 -0.496
C 6.749 -5.142 2.077 0.1 0.0 0.0 -0.713
C 4.087 -4.073 1.450 0.1 0.0 0.1 -0.719
C 3.062 -3.276 0.960 0.0 0.1 0.0 -0.761
H -5.662 3.139 -8.345 0.0 0.0 0.0 0.246
H -4.135 2.461 -7.735 0.0 0.0 0.0 0.376
H -4.774 3.977 -7.057 0.0 0.0 0.0 0.301
H -6.833 0.427 -5.084 0.0 0.0 0.0 0.385
H -5.736 -0.724 -3.182 0.0 0.0 0.0 0.529
H -2.297 1.744 -3.687 0.0 0.0 0.0 0.583
H -3.370 2.892 -5.572 0.0 0.0 0.0 0.376
H -2.788 -1.605 -4.612 0.0 0.0 0.0 0.531
H -0.584 -3.164 -4.509 0.0 0.0 0.0 0.546
H 4.421 -0.981 -1.789 0.1 0.1 0.1 0.537
H 4.382 1.411 -1.149 0.0 0.0 0.1 0.455
H 3.562 3.660 -2.306 0.0 0.0 0.0 0.512
H 5.496 5.215 -2.261 0.0 0.0 0.0 0.390
H 7.871 7.427 0.745 0.0 0.0 0.0 0.246
H 7.579 5.906 1.622 0.0 0.0 0.0 0.316
H 6.323 7.165 1.585 0.0 0.0 0.0 0.327
H 5.426 5.137 2.015 0.0 0.0 0.0 0.367
H 3.533 3.585 1.957 0.0 0.0 0.0 0.534
H -4.276 4.604 0.700 0.0 0.0 0.0 0.553
H -5.501 6.244 2.026 0.0 0.0 0.0 0.328
H -6.422 8.164 4.894 0.0 0.0 0.0 0.243
H -6.903 6.975 3.664 0.0 0.0 0.0 0.321
H -5.589 8.130 3.324 0.0 0.0 0.0 0.332
H -3.370 5.015 5.523 0.0 0.0 0.0 0.404
H -2.149 3.331 4.167 0.0 0.0 0.0 0.511
H -5.174 2.365 1.104 0.0 0.0 0.0 0.677
H -5.575 0.829 -1.062 0.0 0.1 0.0 0.524
H -0.771 5.145 2.428 0.0 0.0 0.0 0.443
H 1.646 5.142 1.336 0.1 0.0 0.0 0.524
H 3.670 -3.610 -2.338 0.0 -0.1 -0.1 0.448
H 5.508 -4.980 -1.465 0.0 0.0 0.0 0.424
H 7.267 -6.023 2.454 0.0 0.0 0.0 0.231
H 6.154 -4.715 2.885 0.0 0.0 0.0 0.282
H 7.492 -4.401 1.758 0.0 0.0 0.0 0.255
H 4.176 -4.217 2.519 0.0 0.0 0.0 0.320
H 2.379 -2.807 1.654 0.0 0.0 0.0 0.327
O 2.417 -2.306 -4.128 0.0 -0.1 0.1 -0.689
C 1.964 -2.175 -3.026 0.1 0.2 -0.1 -0.921
O 1.236 -0.162 -2.265 0.4 0.0 -0.3 -0.178
C 0.971 -2.931 -2.153 -0.2 0.0 0.3 2.194
C 0.876 -4.409 -2.096 0.2 -0.1 -0.2 -1.780
C 0.434 -4.962 -0.943 0.0 0.1 -0.2 -0.793
C -0.014 -4.288 0.232 -0.1 0.1 0.2 -1.500
C 0.035 -2.950 0.609 0.1 -0.1 0.0 1.374
N 0.786 -1.938 0.147 0.0 -0.2 0.0 0.130
C -0.951 -2.586 1.740 -0.2 -0.1 0.2 -0.287
O -1.155 -3.412 2.634 0.1 0.1 -0.1 -0.816
O -1.534 -1.452 1.639 0.1 -0.1 -0.1 -0.551
H 1.228 -5.003 -2.932 0.0 0.0 0.0 0.408
H 0.362 -6.047 -0.910 0.0 0.0 0.0 0.363
H -0.557 -4.897 0.943 0.0 0.0 0.0 0.481
Cl 1.353 1.596 3.241 0.0 0.2 0.2 -0.277
C 1.092 0.136 2.223 -0.1 -0.3 -0.2 -1.023
H 0.724 -0.628 2.905 0.0 0.0 -0.1 0.551
H 2.084 -0.151 1.873 -0.1 0.0 -0.1 0.273
```
Positions in Å, forces in eV/Å.

The calculation puts the LUMO energy at 3.60 eV. The calculation puts the HOMO energy at -0.0511 Ha. Its spin multiplicity is 1. The relative energy (zero: lowest compared OMol25 entry of this formula, charge and spin) comes out at 6.670 eV. As for the net charge: -2. Its total energy is -3666.7959 a.u.

(3)
The following is a quantum chemistry calculation of an isolated ion of composition C7H14NO and charge -1, from the Open Molecules 2025 dataset.

```
23
Properties=species:S:1:pos:R:3:forces:R:3:nbo_charge:R:1
C -1.143 0.601 -0.655 1.9 -1.9 0.2 -0.608
C -0.296 0.791 0.574 -1.2 0.5 1.2 0.019
C 0.274 -1.044 -0.644 0.4 3.5 1.8 0.339
C 0.466 2.100 0.629 1.2 0.9 0.5 -0.597
C -1.033 0.669 1.886 -0.8 1.1 1.5 -0.632
C 0.158 -2.497 -0.549 1.0 -0.9 0.6 -0.696
C 1.043 -0.533 -1.865 -1.2 -0.2 -1.3 -0.661
N 0.457 -0.384 0.581 2.7 -2.8 -3.6 -0.168
O 0.727 -1.175 1.614 0.4 -0.2 1.6 -0.773
H -2.131 0.746 -0.505 -3.7 -0.2 1.0 0.161
H -0.979 1.188 -1.478 1.3 1.7 -2.1 0.150
H -0.068 2.907 1.169 -0.1 -0.4 -0.5 0.184
H 0.700 2.494 -0.384 0.4 -0.3 0.7 0.192
H 1.353 1.920 1.295 -0.3 0.3 -0.9 0.209
H -0.331 0.136 2.625 -1.3 0.9 -0.9 0.273
H -1.984 0.147 1.755 0.2 -0.4 0.2 0.193
H -1.318 1.704 2.170 0.0 -0.6 0.4 0.165
H -0.684 -2.821 0.050 -0.3 0.0 0.0 0.231
H 1.050 -2.883 0.019 -0.6 0.3 -0.7 0.250
H 0.149 -2.849 -1.563 -0.2 -0.8 -0.4 0.183
H 0.996 0.546 -2.044 -0.3 -0.2 0.4 0.211
H 0.476 -1.023 -2.700 0.7 0.5 0.1 0.184
H 2.116 -0.740 -1.980 -0.1 -0.7 0.6 0.190
```
Positions in Å, forces in eV/Å.

The calculation puts the LUMO energy (spin up / spin down) at 3.87 / 3.87 eV. The calculation puts the HOMO energy (spin up / spin down) at -0.0360 / -0.0360 Ha. Its spin multiplicity is 1. The relative energy (zero: lowest compared OMol25 entry of this formula, charge and spin) comes out at 2.266 eV. As for the net charge: -1. Its total energy is -404.9110 a.u.

(4)
The following is a quantum chemistry calculation of a 2-piece molecular cluster, C2H3NO overall, from the Open Molecules 2025 dataset.

```
7
Properties=species:S:1:pos:R:3:forces:R:3:nbo_charge:R:1
C 0.944 0.241 0.299 0.4 -1.5 1.7 0.338
C -0.913 -0.732 0.256 -2.2 1.3 2.3 0.202
N 1.401 0.941 -0.475 0.3 -0.6 0.4 -0.649
O -1.453 0.051 -0.493 -0.1 -0.7 -1.4 -0.582
H -0.491 -1.720 0.081 0.2 -0.2 -0.6 0.141
H -1.106 -0.471 1.333 0.6 -0.9 -0.2 0.121
H 1.618 1.690 -1.001 0.8 2.5 -2.1 0.429
```
Positions in Å, forces in eV/Å.

The calculation puts the LUMO energy at 0.76 eV. The calculation puts the HOMO energy at -0.3430 Ha. Its spin multiplicity is 1. The relative energy (zero: lowest compared OMol25 entry of this formula, charge and spin) comes out at 2.852 eV. As for the net charge: 0. Its total energy is -207.8928 a.u.